[1]
16
Properties=species:S:1:pos:R:3:mulliken_charge:R:1 method="wB97M-V/def2-TZVPD" homo_lumo_gap_ev=9.4 total_energy_ha=-271.64288 lumo_energy_ev=1.1 total_charge=0 de_lowest_kj_mol=288.1
C 1.743 -0.780 0.223 -1.31
C 0.634 0.238 0.376 0.65
C 0.479 0.860 1.744 -1.32
C -1.505 0.392 -0.442 -0.24
O -0.558 -0.452 -0.086 -0.21
C -2.144 -0.213 -1.643 -0.80
H 1.632 -1.279 -0.745 0.33
H 1.695 -1.538 1.010 0.32
H 2.716 -0.283 0.255 0.37
H 0.778 1.034 -0.361 0.28
H 0.217 0.110 2.496 0.34
H -0.298 1.629 1.719 0.37
H 1.429 1.324 2.029 0.37
H -3.153 0.151 -1.831 0.30
H -1.484 0.283 -2.383 0.27
H -2.020 -1.295 -1.784 0.27

---

[2]
16
Properties=species:S:1:pos:R:3:mulliken_charge:R:1 method="wB97M-V/def2-TZVPD" homo_lumo_gap_ev=11.1 total_energy_ha=-271.71434 lumo_energy_ev=1.1 total_charge=0 smiles=C[C@@H](O)C1CC1 de_lowest_kj_mol=100.5
C -1.851 -0.470 0.168 -1.35
C -0.758 0.376 -0.462 0.40
O -1.269 1.701 -0.547 -0.56
C 0.542 0.366 0.330 -0.19
C 1.266 -0.909 0.649 -0.59
C 1.857 0.057 -0.335 -0.59
H -1.983 -0.210 1.223 0.31
H -1.599 -1.533 0.098 0.36
H -2.797 -0.303 -0.355 0.37
H -0.563 -0.011 -1.478 0.13
H -0.556 2.268 -0.866 0.32
H 0.553 1.123 1.114 0.40
H 1.727 -0.991 1.630 0.25
H 0.859 -1.842 0.268 0.24
H 1.823 -0.234 -1.383 0.23
H 2.748 0.611 -0.053 0.27

---

[3]
16
Properties=species:S:1:pos:R:3:mulliken_charge:R:1 method="wB97M-V/def2-TZVPD" homo_lumo_gap_ev=9.7 total_energy_ha=-271.62267 lumo_energy_ev=0.7 total_charge=0 smiles="C=CC.C=CO" de_lowest_kj_mol=341.2
C 0.868 -1.970 3.086 -0.71
C 0.511 -0.625 2.782 0.06
C 1.302 0.208 1.805 -0.79
H 0.319 -2.432 3.992 0.23
H 1.911 -2.374 2.847 0.24
H -0.429 -0.441 3.275 0.31
H 1.520 1.258 2.136 0.29
H 2.250 -0.244 1.553 0.28
H 0.828 0.260 0.823 0.09
C -0.239 -0.098 -3.160 -0.67
C -0.548 0.943 -2.303 0.15
O -1.936 1.278 -2.163 -0.51
H 0.743 0.033 -3.801 0.21
H -1.142 -0.538 -3.696 0.24
H 0.212 1.543 -1.653 0.24
H -2.095 1.958 -1.430 0.33